Model P:
The following is a quantum chemistry calculation of a 3-piece molecular cluster, C3H9O4S overall, from the OMol25 dataset.

Geometry as ORCA input:
```
! RIJCOSX wB97M-V def2-TZVPD def2/J DEFGRID3
* xyz -1 1
O -0.137 -0.835 1.504
C -0.558 -0.117 0.477
O -1.344 0.832 0.454
C 0.524 -0.244 -0.745
C -0.214 -0.364 -2.110
S 0.869 -0.097 -3.387
H 1.224 -1.028 -0.709
H 1.103 0.706 -0.593
H -1.119 0.468 -2.112
H -0.742 -1.371 -2.091
H 1.632 1.034 -3.081
H -2.587 -1.877 2.417
H -1.034 -2.333 2.167
O -1.981 -2.604 2.419
H 0.930 2.361 1.364
H 1.807 2.468 2.379
O 1.626 3.000 1.647
*
```

The HOMO-LUMO gap comes out at 7.7 eV. The LUMO energy is 3.04 eV.

---

Model Q:
The following is a quantum chemistry calculation of a 3-piece molecular cluster, C3H9O4S overall, from the OMol25 dataset.

Geometry as ORCA input:
```
! RIJCOSX wB97M-V def2-TZVPD def2/J DEFGRID3
* xyz -1 1
O -0.030 0.516 1.115
C -0.768 0.002 0.223
O -1.978 0.165 0.050
C 0.119 -0.834 -0.749
C 0.362 -0.101 -2.157
S 1.914 -0.625 -3.048
H -0.487 -1.745 -0.907
H 1.095 -1.089 -0.363
H 0.590 0.880 -1.779
H -0.608 -0.295 -2.623
H 2.579 -0.705 -1.933
H -1.296 -1.154 2.298
H 0.223 -1.441 2.415
O -0.646 -1.767 2.647
H -0.754 3.304 1.200
H -0.010 1.978 1.667
O -0.305 2.911 1.942
*
```

The HOMO-LUMO gap comes out at 8.2 eV. The LUMO energy is 2.97 eV.

---

Ordering by calculated energy gives the sequence model Q, model P, with the first entry being the most stable.